Version 1
The ion C3H3N2O3 with charge -1, computed with wB97M-V/def2-TZVPD.

CARTESIAN COORDINATES (ANGSTROEM)
C (-0.3035, 0.9599, 0.0016)
N (-0.1172, -0.3152, 0.2084)
C (2.1861, 1.1644, 0.3403)
N (-1.2642, -1.1217, 0.0103)
H (-1.2879, -1.5142, -0.8921)
H (-2.0892, -0.6572, 0.2024)
O (3.2440, -0.9727, -0.3940)
H (2.8547, 1.8159, 0.9392)
O (-1.2774, 1.7094, -0.2492)
O (0.9207, 1.7586, 0.1210)
C (2.7181, -0.0276, 0.0324)

## Properties
- charge = -1
- HOMO level (eV) = -3.408

Version 2
The ion C3H3N2O3 with charge -1, computed with wB97M-V/def2-TZVPD.

CARTESIAN COORDINATES (ANGSTROEM)
O (0.6386, 1.4772, 0.1825)
C (2.2709, -0.1712, 0.1349)
C (-0.6266, 0.8523, 0.3011)
C (1.5191, 0.6086, -0.5932)
N (-0.6143, -0.2583, -0.3272)
O (2.9554, -0.7317, 0.8914)
H (-1.4510, -1.9851, -0.0228)
H (-2.4707, -0.6886, 0.3492)
H (1.0711, 0.5624, -1.5420)
N (-1.8156, -1.1229, -0.3433)
O (-1.4769, 1.4571, 0.9692)

## Properties
- charge = -1
- HOMO level (eV) = -3.253

Which structure is most stable? version 1, by 40.0 kJ/mol over the runner-up.

Version 1
A cluster of 2 separate species, C5H14NO in total, computed with wB97M-V/def2-TZVPD.

CARTESIAN COORDINATES (ANGSTROEM)
H (-0.8113, -1.3129, -1.6091)
C (0.1336, -1.1587, 0.3494)
H (2.0810, -0.5306, 0.3315)
H (1.0191, 0.1262, -0.9556)
H (-0.4108, -0.6324, 2.3427)
C (-0.5649, 1.8697, 0.6059)
H (-0.9593, -2.1210, 1.8636)
H (-1.4964, -2.4491, -0.3331)
C (1.0759, -0.1147, 0.1084)
H (0.4068, 0.7484, -3.4916)
C (-0.7571, -1.6916, -0.5887)
H (-0.4510, 2.9398, 0.7754)
H (-0.8176, 0.0303, -4.0726)
H (1.1083, 1.2688, 1.8904)
N (-0.1617, -1.4689, 1.7915)
H (0.6506, -1.9478, 2.2160)
O (-0.1750, -0.0175, -3.3570)
H (1.5608, 1.9167, 0.3669)
C (0.8134, 1.2674, 0.8326)
H (-0.9321, 1.7245, -0.4015)
H (-1.3123, 1.5534, 1.3349)

## Properties
- multiplicity = 2
- charge = +2
- <S²> = 0.755
- HOMO level (alpha / beta) (eV) = -18.489 / -18.470

Version 2
A cluster of 2 separate species, C5H14NO in total, computed with wB97M-V/def2-TZVPD.

CARTESIAN COORDINATES (ANGSTROEM)
N (0.4786, -1.3364, 0.4889)
H (-0.4599, 1.9585, -2.6761)
H (-1.9609, 0.3324, -3.7445)
H (1.3444, 0.8834, -1.2443)
C (-1.8868, 0.4136, -2.6770)
H (0.1456, -2.6684, 3.6169)
H (-0.8413, 2.4570, -0.2863)
H (-1.4790, 0.9565, 0.0489)
H (2.1951, -0.1407, 0.7415)
H (0.8591, -1.8256, -0.3119)
C (-0.7130, 1.4067, -0.5874)
H (-0.5362, -1.2129, 0.5237)
C (1.1151, -0.0180, 0.7646)
H (-2.5388, -0.2430, -2.1002)
H (0.5598, -2.0007, 1.3062)
C (-1.0104, 1.3014, -2.0120)
H (0.9202, -1.3718, 3.4722)
H (0.8523, 0.4285, 1.7159)
H (1.2493, 1.9266, 0.1252)
O (0.9157, -2.2889, 3.1632)
C (0.7911, 1.0418, -0.3275)

## Properties
- multiplicity = 2
- charge = +2
- <S²> = 0.752
- HOMO level (alpha / beta) (eV) = -19.073 / -19.073

Which structure is most stable? version 2, by 116.3 kJ/mol over the runner-up.

Version 1
A cluster of 2 separate species, CH4S3Si in total, computed with wB97M-V/def2-TZVPD.

CARTESIAN COORDINATES (ANGSTROEM)
Si (-1.8919, 0.0383, 0.0712)
H (3.5712, -0.8737, -0.9981)
S (-0.4342, -1.2867, 0.6846)
S (2.3002, -1.0472, -0.4103)
H (-2.8950, -0.4374, 1.2504)
H (-2.4873, -0.3778, -1.1853)
S (1.5403, 1.9284, 0.3730)
H (-1.6826, 1.5345, 0.2541)
C (1.9792, 0.5216, -0.0397)

## Properties
- HOMO level (alpha / beta) (eV) = -7.368 / -8.545

Version 2
The molecule CH4S3Si, computed with wB97M-V/def2-TZVPD.

CARTESIAN COORDINATES (ANGSTROEM)
Si (-1.8905, -0.3364, -0.0606)
S (0.0259, -1.3418, -0.0075)
H (-2.7620, -1.7014, -0.0300)
H (3.6260, 0.8296, -0.4088)
S (2.9295, -0.3685, 0.0234)
H (-2.1457, 0.8027, -0.9474)
H (-1.9984, 0.2161, 1.3829)
C (1.2791, 0.1520, 0.0345)
S (0.9361, 1.7478, 0.0135)

## Properties
- HOMO level (eV) = -8.987

Which structure is most stable? version 2, by 213.8 kJ/mol over the runner-up.

Version 1
A cluster of 2 separate species, C4H12O in total, computed with wB97M-V/def2-TZVPD.

CARTESIAN COORDINATES (ANGSTROEM)
H (-1.0727, 1.2976, 0.3574)
C (-1.5319, 1.4743, -0.6204)
H (2.2366, -1.2933, 2.0021)
C (1.5514, -0.6918, 1.4036)
H (-1.3837, 2.5149, -0.9205)
H (-0.0086, 0.3019, -1.5414)
H (0.4628, -2.4056, 0.6940)
H (-0.4313, -1.5345, 1.7995)
H (1.3226, 0.2841, 1.8441)
C (-1.0662, 0.4966, -1.7067)
H (-1.7828, -0.3225, -1.7185)
H (3.0136, 0.0998, 0.3388)
C (0.2713, -1.3578, 0.9731)
O (2.2240, -0.3968, 0.1465)
H (-1.0480, 0.9105, -2.7219)
H (-0.1448, -0.8436, 0.1119)
H (-2.6122, 1.4663, -0.4416)

## Properties
- HOMO level (eV) = -10.352

Version 2
A cluster of 2 separate species, C4H12O in total, computed with wB97M-V/def2-TZVPD.

CARTESIAN COORDINATES (ANGSTROEM)
H (-2.4785, 1.6081, 0.3463)
H (3.4929, -1.3716, 0.2277)
H (-2.2127, -1.2246, -0.7215)
C (-2.1919, -0.1617, -0.9167)
H (1.1277, -1.2767, 0.1736)
H (1.0590, 0.2731, 0.9642)
H (1.8389, 1.3504, -0.7986)
C (-3.0158, 0.7000, 0.0451)
O (1.7684, 0.3905, -0.9297)
H (3.7070, 0.2315, 0.9409)
C (1.6460, -0.3331, 0.2787)
H (-2.4999, -0.0296, -1.9513)
H (-3.1642, 0.2181, 1.0098)
C (3.0403, -0.6250, 0.8705)
H (-3.9077, 1.0766, -0.4507)
H (-1.1661, 0.2194, -0.9656)
H (2.9565, -1.0456, 1.8771)

## Properties
- HOMO level (eV) = -10.292

Version 3
A cluster of 2 separate species, C4H12O in total, computed with wB97M-V/def2-TZVPD.

CARTESIAN COORDINATES (ANGSTROEM)
H (1.0982, -0.2013, -1.5503)
H (-1.7800, 0.1303, -2.7595)
H (0.6520, 0.8337, -2.7776)
C (-1.0674, -0.4854, -2.1713)
H (1.4987, -0.9355, 3.2049)
H (1.9526, 0.1656, 1.8784)
C (-1.4949, -0.8111, -0.6886)
H (2.2358, 0.9851, 3.3966)
C (0.2176, 0.3573, -1.8979)
H (0.4266, 1.7795, 2.5482)
H (-0.6935, -0.5323, 0.0195)
H (-1.8422, -1.8908, -0.3606)
H (-2.2934, -0.2334, -0.4483)
C (1.6763, 0.1908, 2.8801)
H (0.1161, 1.1703, -1.2392)
O (0.3421, 0.7695, 2.7488)
H (-1.0446, -1.2925, -2.7830)

## Properties
- HOMO level (eV) = -10.175

Version 4
A cluster of 2 separate species, C4H12O in total, computed with wB97M-V/def2-TZVPD.

CARTESIAN COORDINATES (ANGSTROEM)
H (1.3515, -2.3130, -1.4144)
H (2.8876, -3.9606, 0.5333)
C (1.5443, -3.3144, -0.9955)
H (1.8258, -3.9252, -1.8600)
H (-2.9639, 4.1086, -0.4681)
C (-1.4509, 5.1997, 0.7673)
H (-1.6374, 5.8803, 1.6122)
H (-0.4915, 4.7379, 0.9983)
H (-3.5750, 5.0408, 0.8280)
H (2.0887, -2.4035, 0.9052)
C (-2.7230, 4.4043, 0.5762)
H (-0.5468, -3.5255, -0.9614)
H (-2.7250, 3.5469, 1.2444)
C (2.4998, -3.0359, 0.1186)
O (0.2811, -3.7846, -0.5556)
H (-1.3488, 6.0643, 0.0815)
H (3.3267, -2.4025, -0.1973)

## Properties
- HOMO level (eV) = -10.192

Which structure is most stable? version 2, by 6.4 kJ/mol over the runner-up.